# 1
The following is a DFT calculation (the ωB97M-V functional and the def2-TZVPD basis) of a molecular structure, C26H66O11P2.

Summary:
Net charge: 0
Frontier orbital gap: 8.7 eV
Energy: -69128.1819 eV
M: 616.8 Da
HOMO level: -8.417 eV

Structure (XYZ):
```
105
C26H66O11P2 (the ωB97M-V functional and the def2-TZVPD basis)
O 0.84986 -1.72275 -2.48870
H 1.07431 -2.11186 -0.46772
H -2.59521 -4.71376 4.68718
H 0.83306 5.74477 -0.00914
H 1.81934 7.20106 0.11612
H -1.19270 -0.88444 5.51354
H 6.84629 3.72973 -5.90526
H -4.73989 -4.31341 1.64135
H 4.23263 3.23485 -0.75745
O 3.14804 4.88764 -0.60274
C -5.69683 -4.32768 -0.29235
C -1.95104 -4.60477 3.80800
H -0.33926 5.08119 2.36969
C 1.98759 -3.71594 -1.60434
H 0.83295 2.08512 4.71932
P 2.96712 5.03784 -2.30295
H 0.95182 4.72789 -5.19661
O 5.06524 4.38993 -5.12596
H 1.11122 -4.36304 -1.66627
H 2.59923 -4.05984 -0.76820
H 0.32829 -0.51096 3.58617
C -5.32006 -6.89236 -1.75771
C 6.56282 2.69743 -3.97873
C -1.78484 -6.97119 3.37498
H 1.07566 2.32672 6.43690
H -2.01329 -7.66835 2.56644
H -5.00605 -7.93583 -1.82469
P 2.27186 2.96713 -4.13847
O 2.42340 6.42994 -2.57986
C 4.68208 5.42477 -4.20745
C -2.52776 -7.40976 4.62533
H 0.16111 3.08495 -5.58220
H -0.39476 -3.55797 4.87235
H -6.50977 -4.43338 1.70233
O -2.16007 -5.68469 2.91094
H -2.83622 5.51701 0.65011
H -0.22435 -3.38513 -3.10070
C 1.91605 1.12328 -3.88624
C 1.60637 -2.25799 -1.41385
H 5.63008 2.51011 -3.37964
H -1.66325 3.93590 2.14642
H -5.53461 -5.83808 1.26717
H -1.55530 -1.28502 -1.29549
O 4.32085 4.12519 -0.36960
C -0.60286 0.05379 3.68466
C 1.11939 3.65018 -5.48685
H -3.60706 -7.39924 4.45101
H -1.94236 5.48713 2.96824
C -5.61682 -4.75500 1.16266
H -6.59569 -4.73004 -0.77204
H -0.83037 -1.82322 -3.60717
H -0.46632 4.04286 5.55002
H 1.65818 0.86180 -2.82961
H 5.50495 6.18671 -4.21901
H -3.32499 -6.12407 -1.73298
C 0.32981 2.04366 5.69145
H 0.12881 -4.27302 3.33479
C -0.15310 7.42289 0.95958
C -0.49893 -4.42415 4.21610
H -1.29139 3.01318 6.73659
C -0.82333 3.03083 5.74969
H -3.96238 -6.43261 -0.13212
H 3.75345 5.88009 -4.63006
H -2.33057 -6.74882 5.47079
H 1.13826 0.73806 -4.59509
O -4.54434 -4.66894 -1.04675
O 1.85359 3.86564 -2.72340
H 7.07223 4.78663 -4.46788
H 0.50770 7.10783 -1.07093
H -5.78431 -3.24004 -0.33676
H -0.70147 -7.01923 3.52652
C -0.39044 -2.35712 -2.76243
H 7.37553 2.91904 -3.22777
O 4.50431 4.80303 -2.91891
O -0.04844 0.70831 5.99018
C -1.36397 -2.31850 -1.59769
H 1.73861 3.67229 -6.41678
C -1.76420 5.63560 0.82018
H -1.97954 0.65607 5.24602
H -1.59783 2.79861 5.01661
O -1.50373 7.02699 0.76293
C 0.80747 6.83442 -0.05901
C -4.22740 -6.04903 -1.12290
C 6.41838 3.98062 -4.89353
H -1.37580 -0.43479 3.08775
H -0.97654 -2.84423 -0.72339
H -0.13662 8.51154 0.87546
H 0.16520 7.18672 1.98148
H 4.02306 0.64010 -3.50298
C -1.40524 4.99735 2.15124
C -1.02559 0.12862 5.14218
H -0.11176 -5.29501 4.74764
H 2.51855 -1.65959 -1.35105
H 6.85392 1.77368 -4.53401
C 3.27684 0.38016 -4.30155
H -2.22755 -8.41912 4.91309
H -2.31132 -2.78537 -1.87479
H -0.42737 1.04304 3.25874
H 3.58959 0.85667 -5.27220
H -1.26206 5.12193 -0.00645
H 2.55509 -3.84413 -2.52909
H -5.54805 -6.52770 -2.76292
H -6.24747 -6.85877 -1.18379
H -2.28660 -3.70418 3.28898
H 3.14885 -0.72437 -4.38466
```

=====

# 2
The following is a DFT calculation (the ωB97M-V functional and the def2-TZVPD basis) of 2 unconnected molecules or ions with the total composition C6H12N.

Summary:
Net charge: +1
Frontier orbital gap (alpha / beta): 7.4 / 7.4 eV
Relative energy (zero: lowest compared OMol25 entry of this formula, charge and spin): 150.1 kcal/mol
Energy: -7893.5527 eV
M: 98.2 Da
HOMO level (alpha / beta): -12.105 / -12.106 eV

Structure (XYZ):
```
19
C6H12N (the ωB97M-V functional and the def2-TZVPD basis)
H -1.31070 1.02866 -2.13450
H -2.48927 1.58689 -1.05504
H -3.16446 -0.89513 -0.81181
N -1.97216 0.76450 -1.33474
H 0.52352 0.99586 -1.15449
C -2.96509 -0.31785 -1.73366
H 1.83049 -1.85942 2.58031
C 2.47495 -0.44901 1.16149
H 3.05047 0.19503 -0.69700
H -3.90987 0.12380 -2.02109
H 4.42973 0.00964 0.70686
C -1.05313 0.43639 -0.15085
H -1.61231 0.10450 0.77353
C 3.37755 -0.08035 0.39107
H -2.52122 -1.01436 -2.45073
H 2.38682 -0.24710 3.20732
H 0.78049 -0.25176 2.52525
C 0.29673 0.56100 -0.18973
C 1.84747 -0.69129 2.38782
```

=====

# 3
The following is a DFT calculation (the ωB97M-V functional and the def2-TZVPD basis) of a single C4H5ClN2 molecule.

Summary:
Net charge: 0
Frontier orbital gap: 10.1 eV
Relative energy (zero: lowest compared OMol25 entry of this formula, charge and spin): 73.2 kcal/mol
Energy: -19728.7699 eV
M: 116.6 Da
HOMO level: -9.657 eV

Structure (XYZ):
```
12
C4H5ClN2 (the ωB97M-V functional and the def2-TZVPD basis)
C -0.62345 -1.11870 0.32922
H 1.65191 -0.11526 1.40011
H -0.07609 -1.72025 0.92618
H 0.89532 -0.91981 -1.42084
N -1.58633 2.38127 -0.06390
C -0.08753 0.26206 0.14325
C -0.13699 -0.70216 -1.02279
H -1.75579 -1.18152 0.60584
N 1.10374 0.56296 0.85329
C -0.96452 1.41859 0.05691
H -0.76867 -0.36205 -1.77733
Cl 2.34841 1.49488 -0.02994
```

=====

# 4
The following is a DFT calculation (the ωB97M-V functional and the def2-TZVPD basis) of 12 unconnected molecules or ions with the total composition C52H135N7O24.

Summary:
Net charge: 0
Frontier orbital gap: 8.2 eV
Relative energy (zero: lowest compared OMol25 entry of this formula, charge and spin): 139.8 kcal/mol
Energy: -115665.8683 eV
M: 1242.7 Da
HOMO level: -8.066 eV

Structure (XYZ):
```
218
C52H135N7O24 (the ωB97M-V functional and the def2-TZVPD basis)
C -3.68201 2.19918 -7.20420
C 1.76276 -3.54652 -2.18008
C 0.86102 -9.50485 1.07886
H -10.56182 -5.20903 3.12540
H -7.40058 -3.78647 3.27907
H -9.17193 -3.95731 4.71111
H -0.54283 -1.93274 10.03829
H 1.53216 0.98405 11.90669
H 4.33908 -11.56381 -2.21960
C 6.62770 -12.02700 -0.83239
H -4.72102 1.39564 1.26356
C -8.94040 1.58681 -3.80011
H -4.53360 2.63805 -9.64685
H -1.65139 2.80085 -5.58952
H -0.48148 5.27327 -0.27159
C 4.03864 8.89423 1.63521
C 3.57315 8.17261 -6.34070
C 1.52177 0.62045 10.87917
H -4.63948 -3.07985 3.39463
H 1.57881 -9.73366 1.86659
H 9.13886 0.50189 1.83367
H 4.55832 -1.84502 4.51368
H 1.17365 -3.10215 -1.37785
N -7.58375 2.70660 0.03283
H 0.37936 -3.02267 -5.88354
N 3.25107 -3.37254 -1.95983
H 5.60129 -1.41043 6.57656
H 2.10219 -0.30203 10.89440
C 3.58448 7.40715 -4.96761
H -9.74745 0.85730 -3.86778
H 6.10732 9.47028 -8.02437
C 4.19502 5.36259 -3.79831
H 1.75831 1.50250 9.07764
H 1.12925 6.31183 1.84149
H 0.81053 -11.49298 0.15559
H -5.39046 3.46700 -7.41519
H 0.01565 1.99379 1.72212
N 2.08761 1.58699 10.02870
H -8.64635 4.26807 -1.99501
H 2.95171 9.06187 -6.23515
O -0.50730 7.16750 -0.81233
O -9.21571 2.46603 -2.70286
H 7.96320 -0.75428 1.88566
H -3.48527 4.21467 -11.82062
H 1.03904 -0.46324 2.23217
H -5.77592 -2.33351 4.42031
H 9.35979 1.06360 -1.39884
H 0.71421 -6.21753 1.21608
C 0.93933 1.41842 1.78429
H 2.41623 2.47845 0.64052
H 0.83610 -7.33459 2.52193
H 1.95566 9.83557 1.26220
N 2.51836 -10.73264 -0.42124
H 4.01507 0.95678 10.17832
H 1.53538 1.43969 -0.34941
C 2.89735 -12.12891 -0.72637
H -6.81831 1.75923 -1.74438
N -8.25739 -5.93267 4.88907
H 3.75452 2.33856 11.17530
O -5.16330 3.26309 2.04375
H 7.31254 0.20274 -0.57638
H -12.50572 -8.05555 4.37397
H 4.42567 9.87448 -8.31552
C 4.04945 -2.23138 5.39678
C 8.14235 0.24048 1.47767
H -5.15744 6.75367 -13.65803
C 1.46528 -2.94730 -5.82689
H -7.00185 0.87780 0.46009
O 4.63494 3.24506 -5.06181
C 5.34094 -7.07279 -2.69279
O 7.22060 1.18414 1.94755
H 3.49922 4.73845 7.31187
H 5.74354 -7.70153 -1.89864
H 3.08811 7.60156 -7.13235
C -4.36319 3.44199 -7.77876
H 2.88878 11.29149 3.22406
H 5.05579 8.33712 -8.79599
H -6.86051 -6.65451 3.58538
H 4.40855 -13.27329 -1.85177
H -8.97844 2.16483 -4.72345
H 4.79354 3.77266 6.77079
H 4.90506 1.39156 -4.33288
H 6.81261 -11.34818 -1.66493
H 0.28505 -2.67660 -3.47535
H -1.64065 6.25625 2.15892
H 4.67998 -2.76974 8.14498
O 0.30568 6.00274 2.22595
C -12.25305 -7.06364 3.99929
H 2.54720 7.12428 -4.78839
H -0.61870 7.62640 1.54611
H 6.39561 2.12728 -5.00657
H 4.58457 7.00833 1.07671
C 5.31827 2.01350 -5.12695
H -0.06000 -1.94459 8.24608
H 1.31730 1.58911 2.79231
H 6.03518 4.33830 -4.01182
C -7.10094 2.72385 -1.32278
H 7.33390 -11.76685 -0.04391
H -6.23249 3.37641 -1.41252
H 3.08998 -6.04839 -1.89354
N 4.25719 6.11506 -5.06625
O 4.88966 8.58389 -6.69564
H -5.20276 3.74682 -11.69877
C -4.66297 5.80877 -13.43271
C -4.49405 4.63655 -9.92246
H -4.28794 1.83685 3.28086
C 1.99895 1.47150 0.63659
H 4.67932 5.92987 -3.00348
H 3.15759 5.12462 -3.56337
O -4.90691 5.71406 -12.05320
H -0.59506 -7.25448 1.35608
O 4.03388 -2.11535 7.86944
C -4.46470 4.50661 -11.44171
C 4.51843 -1.49804 6.66500
H -0.18983 -9.64186 1.33392
H 8.76276 -0.76215 -0.28449
O -3.60833 2.21636 -5.79898
H -7.63208 3.62708 0.44574
H 4.95628 3.48290 -3.03422
H 6.34768 0.83360 1.75587
C 3.81131 -4.25263 -0.95382
C -10.62645 -5.31278 4.20853
H -2.82131 4.17707 -5.40973
C 4.06465 2.94011 9.10258
H 5.24590 6.28745 -5.17946
O 5.27121 -11.85542 -0.45683
H 2.14414 -12.51592 -1.41267
H -5.07026 3.27918 3.98870
H 4.04577 8.03222 -4.20302
C 8.26147 0.17456 -0.04081
C 4.00311 -5.67469 -1.43023
H -3.60113 5.91769 -13.65344
H -2.66109 2.98568 -4.12607
H 2.74174 -0.33491 0.22600
C -6.68301 -4.60011 3.38482
H -6.06525 -4.67651 2.49003
C -5.32131 2.27014 1.01256
O 8.99698 1.31384 -0.54601
H -3.43693 3.37852 3.17071
H -1.27116 7.72959 -0.96121
O -5.79773 -4.42439 4.47530
C 0.05891 0.40053 10.56099
H -8.24564 -5.88939 2.70921
H 4.23376 -3.30544 5.37411
O -0.06155 -0.12161 9.20367
C 2.75139 9.75694 2.00297
H 1.74085 -1.82587 -3.37782
H -7.15290 1.86032 1.90665
H 4.22055 -6.30804 -0.57019
O 5.11491 -5.70198 -2.38893
H -5.02096 5.01245 -14.08527
H 4.91051 8.91213 2.28915
H -4.29637 1.33967 -7.47234
O 3.76584 7.47321 1.26424
H -2.63794 2.11364 -7.50537
O 2.63502 -2.10333 5.22361
C -1.00589 6.17046 0.05728
H -4.32230 -3.17697 5.05060
H -9.57469 -4.99102 6.09194
H 3.71001 -3.38627 -2.85943
H -13.07674 -6.40039 4.26333
H -0.45730 1.34860 10.71192
C 4.98558 4.04789 -3.96590
H 0.60856 -10.20289 -0.95730
H 5.12865 2.74500 8.96867
C -0.81733 6.55526 1.51018
O 3.28784 2.80409 7.86418
H 4.78628 -3.90892 -0.60829
C 0.48624 -7.24673 1.49335
O 1.91579 -3.47704 -4.62063
C 1.36081 -2.84615 -3.42972
O -11.01076 -6.65901 4.47290
H 3.25532 -10.19194 0.00844
O 0.36641 0.07318 1.80622
H -3.76750 5.42549 -9.72805
H -0.44315 -0.23355 11.29173
H 3.91699 3.96165 9.45294
H 4.44427 9.26293 0.69307
H 2.19538 -2.06782 6.07628
C -5.15224 -3.22432 4.34558
H -2.05547 6.01371 -0.19147
C -9.37419 -4.98270 5.02058
N -4.09655 3.45227 -9.23926
H 4.55280 -7.56134 -3.26574
H 2.91691 -12.81033 0.12415
C 5.09225 9.07428 -7.99389
C 0.09215 -1.53717 9.24556
H 5.10425 1.43494 -6.02559
H -11.38913 -4.58613 4.48851
C -6.80287 1.86616 0.87440
C -7.58171 -5.83732 3.57210
C -8.14224 3.35537 -2.31275
H 1.44070 -4.58691 -2.22442
H -3.84011 4.33525 -7.43731
H 6.80577 -13.05971 -1.13223
H -5.47405 5.04475 -9.67532
C 3.52014 1.92782 10.19323
O 1.11556 -8.19671 0.66480
H -7.62842 -5.49960 5.55009
C -2.61873 3.12557 -5.20622
H -7.58439 3.66193 -3.19757
H 4.05435 -0.51523 6.58232
C 4.27191 -12.28747 -1.40726
O 3.11457 11.11171 2.30847
H 1.05059 -1.79120 9.69829
O 3.01058 0.44360 0.71920
H -7.96709 1.09652 -3.78037
H 3.31387 3.54885 5.91490
H 6.25619 -7.09728 -3.28424
H 2.41396 9.27988 2.92311
H 1.98174 -3.41360 -6.66589
H -4.89373 2.64557 0.08287
C 3.71268 3.74816 6.90955
H -12.16344 -7.31268 2.94190
H 3.13611 -4.26646 -0.09825
C -4.42311 2.91469 3.19093
H 1.67230 -1.87714 -5.82472
C 1.16794 -10.48739 -0.06609
```

=====

# 5
The following is a DFT calculation (the ωB97M-V functional and the def2-TZVPD basis) of a single C4H7NO molecule.

Summary:
Net charge: 0
Frontier orbital gap: 9.4 eV
Relative energy (zero: lowest compared OMol25 entry of this formula, charge and spin): 49.1 kcal/mol
Energy: -7797.5144 eV
M: 85.1 Da
HOMO level: -9.542 eV

Structure (XYZ):
```
13
C4H7NO (the ωB97M-V functional and the def2-TZVPD basis)
C -1.00165 -0.39693 0.25975
O 3.16841 -0.61401 -0.29556
H 1.40973 -0.02386 -2.03303
H -0.44678 -0.86097 1.09074
C 0.96742 -0.34145 -1.08706
H -1.92206 -0.97550 0.13488
H -0.97866 1.67972 -0.33984
H -2.41893 1.25340 0.56666
N -0.29760 -0.34371 -1.00997
H -0.86002 1.48406 1.40951
H 1.63811 -1.23637 0.86045
C 1.98782 -0.74572 -0.06731
C -1.34135 1.09245 0.51069
```

=====

# 6
The following is a DFT calculation (the ωB97M-V functional and the def2-TZVPD basis) of a molecular structure, C33H45HgN3P.

Summary:
Net charge: 0
<S²>: 0.755
Frontier orbital gap (alpha / beta): 7.4 / 6.2 eV
Relative energy (zero: lowest compared OMol25 entry of this formula, charge and spin): 0.0 kcal/mol
Energy: -52884.6550 eV
M: 715.3 Da
HOMO level (alpha / beta): -7.228 / -7.808 eV
Spin multiplicity: 2

Structure (XYZ):
```
83
C33H45HgN3P (the ωB97M-V functional and the def2-TZVPD basis)
C 0.26768 0.66388 -4.24677
H -1.01403 4.00406 -0.71637
H 2.39299 -0.35102 -2.91418
H -2.27271 5.19110 -1.08031
C 2.74717 -1.37420 -2.79784
H 0.87209 -1.66136 3.33024
C -0.34509 0.81923 4.20668
H -3.22023 -3.07150 2.12910
H 4.05085 -2.45891 1.52122
H 2.77608 -0.26322 3.14894
C 0.74241 -3.94048 -0.59495
C -2.58884 1.19234 3.23555
H -4.60635 4.37433 -1.79767
C -0.59851 1.89280 2.06305
H -1.63613 4.17625 -2.36652
H 0.36731 -2.76517 2.03337
H -0.40925 1.39919 -4.68571
H 3.13386 -2.65439 3.00844
C 2.07444 -1.50989 1.55286
C 0.38205 -2.59348 -0.70917
H -2.04869 -3.34531 0.84658
C -2.49218 1.73354 -1.11641
H -4.95194 -1.26696 -0.58115
H -1.07457 -1.37949 -5.39014
C -1.50256 -0.90415 -1.21994
N -3.73839 1.08518 3.24492
H 1.94561 0.64880 1.90915
H -0.01259 -1.03781 1.94536
H 4.63729 -3.10672 -1.90152
C -1.28810 -4.64451 -1.63581
H -3.30814 3.29498 0.03655
C -2.48979 -2.57908 1.48393
H 2.70341 -3.61212 1.60028
C 3.05123 -2.62921 1.91903
H 3.59624 0.08105 1.62185
H -4.15572 -2.84223 -0.70290
C 0.74260 -1.76578 2.25114
C -2.88942 0.77607 -0.20129
H 0.95613 1.20191 -3.59172
C -2.99439 3.15583 -1.00208
H 0.84247 0.22960 -5.06615
H 0.18738 -1.23482 -3.25754
N -0.10333 2.38370 1.12906
C -0.50255 -0.43331 -3.51823
C 4.24532 -0.69828 -0.93217
H -1.41821 2.02619 -2.94524
H -2.08766 -1.85202 -4.02254
H 3.87761 0.32788 -0.86568
C -1.91050 4.18768 -1.30885
H 1.97933 -2.06238 -3.15275
H -2.28071 -0.25643 -4.74634
H -5.13238 -2.45944 0.70991
H -3.57809 1.06259 0.58644
C 3.14374 -1.68016 -1.35255
Hg 1.01132 1.21115 -0.68729
C -1.68160 -3.32069 -1.71469
H 1.69105 -4.20187 -0.14896
H -3.60337 -0.80507 1.48700
C -4.21633 3.36036 -1.90084
H -5.01298 2.65840 -1.65103
H 0.22881 -5.99229 -0.92254
H 3.62665 -1.50256 -3.43407
C 3.70512 -3.10653 -1.33017
N 0.34047 0.37883 5.02460
C -0.08057 -4.96186 -1.03619
H 3.93291 -3.46941 -0.33081
H -3.94809 3.20637 -2.94918
H -1.93481 -5.42445 -2.01639
H -2.64585 -3.07476 -2.13701
H -1.72260 -2.17183 2.13373
C -1.54973 -1.02116 -4.47485
C -3.20870 -1.47250 0.71892
H 4.69413 -0.97095 0.02185
C -1.18239 1.31898 3.18379
C -2.44308 -0.54817 -0.23299
C -4.43223 -2.04140 -0.01541
C -0.89385 -2.27746 -1.22606
C -1.19970 0.01698 -2.24659
P 1.65090 -1.34129 -0.26698
H 5.03488 -0.72008 -1.68685
C -1.67922 1.32252 -2.16497
C 2.63740 -0.17823 2.06912
H 3.02835 -3.80848 -1.81529
```

=====

Question: What is the formula in the third record?
Answer: C4H5ClN2